Record 1
A 2-piece molecular cluster, CH4NOS overall, computed with wB97M-V/def2-TZVPD.

The geometry in XYZ format:
```
8
Properties=species:S:1:pos:R:3:forces:R:3:nbo_charge:R:1
S -2.2309 0.1578 0.6285 -0.06 -0.31 0.11 -1.06
H -2.9310 1.2799 0.8096 0.04 0.18 -0.05 0.10
C 1.5856 0.1256 -0.2619 0.33 0.23 0.17 0.52
N 0.6517 -0.7717 -0.6161 0.08 0.66 0.55 -0.84
O 2.7393 0.1354 -0.6652 0.18 0.02 -0.24 -0.68
H 1.2470 0.9024 0.4523 -0.20 -0.42 -0.03 0.12
H 0.8428 -1.2624 -1.4730 -0.31 -0.27 0.12 0.38
H -0.2829 -0.5875 -0.2241 -0.06 -0.10 -0.62 0.45
```
Forces are in eV/Å.

E: -15476.3930 eV
Kohn-Sham gap: 7.31 eV
net charge: -1

Record 2
An isolated molecule of C5H7NO, computed with wB97M-V/def2-TZVPD.

The geometry in XYZ format:
```
14
Properties=species:S:1:pos:R:3:forces:R:3:nbo_charge:R:1
O -2.2282 -0.3345 -1.3958 -0.14 0.26 -0.21 -0.70
C -0.8754 0.0326 -1.2684 0.30 0.04 -0.10 0.08
C -0.5590 0.7932 0.0210 -0.32 0.39 0.20 -0.15
C -0.6900 -0.4551 0.8778 -0.09 -0.07 -0.05 -0.13
C 1.6707 0.0659 1.3037 0.16 0.06 0.29 -0.40
N 0.7055 0.0502 0.2021 0.05 0.03 0.17 -0.30
C -0.1524 -1.0041 -0.4165 -0.04 -0.52 -0.07 -0.11
H -2.7543 0.4711 -1.4614 0.00 -0.16 -0.07 0.47
H -0.4537 0.3596 -2.2327 0.02 -0.01 0.17 0.16
H -0.6443 1.8424 0.2978 -0.06 -0.18 -0.02 0.21
H 1.1519 0.0859 2.2661 0.34 0.10 -0.19 0.23
H 2.3311 0.9335 1.2011 -0.06 -0.16 -0.12 0.20
H 2.2690 -0.8464 1.2551 -0.08 0.11 -0.08 0.22
H 0.2292 -1.9944 -0.6500 -0.08 0.12 0.07 0.22
```
Forces are in eV/Å.

E: -8830.0883 eV
Kohn-Sham gap: 8.91 eV

Record 3
C31H48BrCsN7O8SbSe3Te as an isolated structure at a distorted geometry, computed with wB97M-V/def2-TZVPD.

The geometry in XYZ format:
```
101
Properties=species:S:1:pos:R:3:forces:R:3:mulliken_charge:R:1
Cs -0.3919 -0.9032 0.4206 -0.44 0.31 0.46 1.69
O 1.6361 2.4238 -5.2629 0.07 0.04 0.09 -0.51
C 1.3594 1.9144 -4.0382 -0.14 -0.15 -0.10 0.41
O 0.6002 2.4567 -3.2841 0.00 0.04 0.03 -0.52
C 2.1212 0.6324 -3.7991 0.06 0.32 -0.01 -0.78
O 1.5821 -0.0376 -2.7197 0.01 -0.17 0.06 0.35
C 2.2226 -1.3048 -2.5160 0.05 -0.01 -0.08 -0.61
C 1.5555 -1.9675 -1.2954 0.46 -0.18 -0.45 -0.29
O 0.5271 -2.6460 -1.5189 0.37 -0.34 -0.48 -0.46
O 2.0451 -1.6660 -0.1926 1.07 -0.37 -0.36 -0.52
H 1.1469 3.2585 -5.3105 0.01 0.00 -0.05 0.39
H 3.1683 0.9374 -3.6251 0.01 -0.10 -0.01 0.38
H 2.1124 0.0421 -4.7256 -0.06 -0.02 0.02 0.39
H 3.2869 -1.1402 -2.3116 0.00 -0.01 -0.04 0.35
H 2.0934 -1.9250 -3.4111 0.00 0.03 -0.02 0.44
C -4.2724 2.5440 2.7945 0.08 0.05 0.13 -1.11
N -4.2917 1.2239 2.1906 -0.07 -0.11 -0.07 0.21
C -4.7715 0.1122 2.9940 0.00 -0.01 0.07 -1.14
C -3.4847 0.9188 1.1190 0.06 0.29 -0.07 0.18
N -3.0644 -0.2246 0.7672 -0.83 0.04 -0.10 -0.14
N -3.1952 2.0568 0.3325 -0.03 -0.02 0.11 0.02
C -2.1756 2.2425 -0.5812 -0.03 -0.01 -0.04 -0.79
N -2.2470 3.5192 -1.1814 0.05 0.07 0.18 -0.49
N -1.3260 1.3559 -0.8956 -0.33 0.50 -0.43 1.13
H -4.9308 3.2522 2.2741 0.01 0.01 0.00 0.31
H -3.2636 2.9568 2.8348 -0.01 0.01 -0.02 0.49
H -4.6277 2.4691 3.8201 0.00 0.00 0.00 0.17
H -5.5394 0.4795 3.6725 0.00 0.01 0.00 0.35
H -3.9790 -0.3546 3.5897 -0.02 0.02 -0.02 0.34
H -5.2258 -0.6439 2.3501 0.03 -0.01 -0.01 0.35
H -3.2657 -0.9392 1.4628 -0.03 0.14 0.07 0.00
H -3.7768 2.8573 0.5027 -0.01 -0.02 -0.03 0.27
H -2.4774 4.2583 -0.5286 0.00 0.00 0.00 0.25
H -1.3742 3.7355 -1.6439 -0.02 0.00 -0.03 0.30
H -0.6512 1.7085 -1.5722 0.00 0.07 0.08 -0.84
C 3.0522 1.5670 0.5468 -0.06 -0.05 0.09 -0.94
O 1.7401 1.7394 1.0511 -0.12 0.11 -0.15 0.68
C 1.4557 2.8776 1.7153 -0.01 0.05 0.12 0.16
C 2.2284 4.0247 1.7206 0.00 -0.04 -0.04 -0.67
C 1.8046 5.1101 2.4851 0.06 0.08 0.00 -0.35
Br 2.8704 6.6975 2.4541 -0.02 -0.02 0.00 -0.28
C 0.6831 5.0723 3.2737 -0.02 -0.06 0.00 -0.84
C -0.0787 3.8977 3.2886 -0.01 0.02 0.03 0.53
C 0.2673 2.8343 2.4690 -0.05 -0.01 0.00 -0.46
O -0.5467 1.7628 2.3796 -0.04 0.19 0.10 2.11
C -1.1786 3.7381 4.2610 0.15 -0.15 -0.12 -0.28
N -2.0693 4.6519 4.5763 -0.06 0.00 -0.02 -0.73
C -2.8868 4.0238 5.5009 -0.03 0.06 0.07 0.94
C -4.0462 4.4724 6.1382 0.05 0.07 -0.05 -0.94
C -4.7082 3.5932 6.9716 -0.01 -0.08 0.04 -0.37
C -4.2384 2.2822 7.1833 -0.06 0.00 0.06 -0.58
C -3.0918 1.8138 6.5736 0.02 0.09 -0.07 -0.68
C -2.4375 2.7152 5.7352 0.13 -0.24 -0.06 0.21
N -1.3359 2.5659 4.9349 -0.05 0.21 -0.09 0.51
H 3.2414 2.2533 -0.2865 0.02 -0.01 -0.01 0.24
H 3.0919 0.5333 0.2074 0.03 0.01 -0.02 0.09
H 3.7821 1.7330 1.3442 0.02 -0.02 -0.03 0.45
H 3.1462 4.0825 1.1547 0.00 0.00 0.00 0.52
H 0.3955 5.8995 3.9058 0.02 0.02 0.00 0.59
H -0.0113 0.9397 2.4526 0.17 -0.12 0.14 -0.90
H -4.4138 5.4772 5.9684 0.01 0.00 -0.01 0.42
H -5.6131 3.9147 7.4739 -0.01 -0.01 0.00 0.37
H -4.7948 1.6209 7.8364 0.00 0.00 0.00 0.40
H -2.7256 0.8002 6.7049 -0.03 -0.01 0.00 0.33
H -0.7255 1.7545 4.8475 0.06 -0.09 0.04 -0.12
Se 1.0985 -0.9462 3.2322 -0.13 0.15 1.36 -0.19
Se 1.8602 0.5259 4.9041 -0.27 -0.09 -0.38 -0.70
Te -1.6779 -2.3849 5.9274 -0.02 0.18 -0.31 -0.73
Se -1.2955 -1.2812 3.6488 0.42 -0.17 0.60 0.13
C -2.7774 -5.8388 -2.7686 -0.02 -0.16 0.07 -1.24
C -2.6342 -4.3267 -2.6942 0.11 0.01 -0.13 -0.70
Sb -2.4959 -3.3654 -0.7580 -0.48 -0.27 -0.19 -1.10
C -4.5935 -3.4288 -0.1868 -0.02 0.04 0.12 -0.73
C -5.5600 -4.2416 -1.0316 -0.05 -0.15 -0.09 -1.14
C -1.8156 -5.0703 0.3858 0.16 -0.04 0.09 -0.89
C -2.8110 -6.1546 0.7701 -0.13 -0.09 0.03 -1.05
H -2.7507 -6.2000 -3.8029 0.00 0.02 -0.02 0.40
H -3.7129 -6.1863 -2.3274 -0.02 0.03 -0.03 0.17
H -1.9711 -6.3446 -2.2327 0.01 0.03 0.00 0.29
H -3.4406 -3.8166 -3.2232 -0.03 0.00 0.02 0.46
H -1.7060 -4.0236 -3.1872 0.00 0.01 0.00 0.46
H -4.8853 -2.3761 -0.1786 -0.02 0.00 -0.03 0.29
H -4.6217 -3.7667 0.8531 0.02 0.03 0.01 0.64
H -5.5359 -3.9336 -2.0789 0.02 0.03 -0.01 0.25
H -6.5948 -4.1384 -0.6870 0.00 0.04 0.01 0.37
H -5.3191 -5.3067 -1.0022 0.00 0.00 0.01 0.19
H -1.3787 -4.6327 1.2878 -0.02 -0.01 0.00 0.52
H -0.9708 -5.4835 -0.1725 -0.02 -0.01 -0.03 0.43
H -3.6281 -5.7523 1.3720 0.01 0.03 0.00 0.27
H -2.3375 -6.9375 1.3715 0.02 0.01 -0.01 0.37
H -3.2615 -6.6364 -0.1002 0.03 0.01 -0.01 0.17
C -3.4741 1.0050 -3.7459 -0.04 0.04 0.05 -1.09
C -3.0247 -0.3785 -3.3400 -0.08 -0.13 0.06 0.96
C -1.5714 -0.6909 -3.5559 0.05 0.07 -0.08 0.07
O -3.8166 -1.1866 -2.9080 0.00 0.01 -0.05 -0.56
H -2.9949 1.3252 -4.6731 0.01 -0.04 -0.03 0.37
H -3.1712 1.7113 -2.9705 0.00 0.00 0.02 0.08
H -4.5573 1.0237 -3.8459 -0.01 0.03 0.00 0.34
H -1.4529 -0.8971 -4.6264 0.09 0.03 0.00 0.57
H -1.2199 -1.5497 -2.9909 -0.10 -0.09 0.10 -0.19
H -0.9534 0.1681 -3.2982 0.00 0.02 -0.06 -0.45
```
Forces are in eV/Å.

E: -340200.8434 eV
Kohn-Sham gap: 3.91 eV
net charge: -2

Record 4
C37H40Cl2NO2STeV as an isolated structure at a distorted geometry, computed with wB97M-V/def2-TZVPD.

The geometry in XYZ format:
```
85
Properties=species:S:1:pos:R:3:forces:R:3:mulliken_charge:R:1
V -0.5979 0.5072 -0.2392 1.15 -2.67 -0.39 0.62
C 1.9381 -1.6579 -0.4571 0.13 0.08 0.02 -0.58
C 1.9381 -0.6539 -1.4262 -0.18 -0.07 0.23 -0.42
C 2.3274 0.6436 -1.0782 -0.25 0.08 0.21 -0.65
C 2.7157 0.9252 0.2325 0.03 -0.12 0.00 -0.38
C 2.7046 -0.0809 1.1937 0.08 -0.02 -0.11 -0.58
C 2.3122 -1.3706 0.8511 0.08 -0.04 0.00 0.20
H 1.6749 -2.6714 -0.7334 -0.06 0.03 0.03 0.53
H 1.6717 -0.8809 -2.4493 -0.04 0.02 0.00 0.45
H 2.3735 1.4132 -1.8386 -0.03 0.00 0.00 0.43
H 3.0579 1.9202 0.4901 -0.03 0.00 0.01 0.46
H 3.0217 0.1330 2.2071 -0.03 -0.01 0.00 0.50
H 2.3176 -2.1548 1.6009 -0.06 0.04 -0.01 0.23
Cl -0.4046 2.9136 -0.4419 -0.26 1.17 -0.09 -0.08
C -0.6266 3.0322 1.3239 0.27 0.16 0.22 -0.50
Cl -0.1429 1.4460 1.9944 -0.20 0.54 0.44 0.12
H -1.6723 3.2069 1.5430 -0.07 -0.05 -0.04 0.38
H 0.0019 3.8133 1.7325 0.11 0.01 -0.06 0.45
C -1.8419 -2.8726 -1.4371 0.55 0.41 -0.09 -1.17
C -1.9739 -2.0651 -0.1704 -0.94 -1.84 -0.82 0.28
O -2.8580 -2.3131 0.6044 -0.32 0.35 -0.53 -0.42
N -1.0712 -1.0410 0.0382 0.11 1.50 0.12 0.30
Te -2.1026 -1.2975 3.0657 -0.11 -0.52 1.52 0.47
C -2.9543 -1.3257 5.0337 0.01 0.40 -0.03 -0.28
C -3.3152 -0.1188 5.6475 0.19 -0.03 0.06 0.90
C -3.1143 1.2435 5.0181 -0.08 -0.17 0.22 -1.73
C -3.8658 -0.1486 6.9289 -0.05 0.03 -0.05 -0.83
C -4.1000 -1.3374 7.5992 0.00 0.03 0.00 0.70
C -4.7222 -1.3595 8.9696 0.02 -0.03 -0.08 -1.53
C -3.7851 -2.5246 6.9477 -0.02 -0.05 0.00 -0.79
C -3.2346 -2.5461 5.6732 0.06 -0.02 -0.15 0.84
C -2.9803 -3.8720 5.0058 0.00 0.04 0.18 -1.37
C -0.3242 -2.4181 3.5060 0.15 0.38 0.05 0.42
C -0.0831 -3.6793 2.9405 -0.03 0.08 0.05 0.88
C -1.0556 -4.4189 2.0563 0.10 0.11 0.00 -2.04
C 1.1325 -4.3178 3.2032 -0.03 0.06 -0.02 -0.92
C 2.1078 -3.7483 4.0030 0.09 -0.05 -0.05 0.68
C 3.4215 -4.4409 4.2588 -0.14 0.09 0.01 -1.62
C 1.8442 -2.5045 4.5661 -0.02 0.04 0.00 -0.85
C 0.6533 -1.8242 4.3369 0.02 -0.18 -0.04 1.01
C 0.4891 -0.4860 5.0206 0.06 -0.17 -0.02 -1.48
H -2.4592 -3.7590 -1.3404 -0.01 -0.01 0.02 0.39
H -0.8002 -3.1362 -1.6309 -0.04 0.00 -0.07 0.26
H -2.1950 -2.2597 -2.2701 0.05 -0.05 -0.02 0.29
H -2.9691 1.1781 3.9437 0.03 0.07 -0.05 0.08
H -2.2487 1.7416 5.4646 0.02 0.02 -0.09 0.32
H -3.9885 1.8659 5.2114 0.03 0.04 -0.02 0.52
H -4.1268 0.7912 7.4074 -0.01 -0.03 -0.02 0.36
H -4.7782 -0.3598 9.3986 0.02 -0.02 0.00 0.36
H -4.1496 -1.9977 9.6438 -0.02 0.03 0.02 0.37
H -5.7363 -1.7614 8.9189 0.01 0.01 0.03 0.33
H -3.9947 -3.4680 7.4443 0.02 0.03 -0.05 0.42
H -3.5535 -4.6630 5.4888 0.02 0.03 0.03 0.46
H -1.9229 -4.1418 5.0571 -0.01 -0.01 -0.07 0.23
H -3.2735 -3.8279 3.9577 0.03 -0.05 -0.03 0.22
H -2.0501 -3.9903 2.0856 -0.07 0.00 0.02 0.16
H -1.1148 -5.4665 2.3525 0.03 0.00 -0.03 0.55
H -0.7100 -4.3875 1.0175 -0.05 -0.07 0.02 0.33
H 1.3084 -5.2970 2.7677 -0.02 0.02 0.02 0.37
H 3.4311 -5.4388 3.8231 0.04 0.01 0.01 0.40
H 3.6078 -4.5276 5.3302 0.02 -0.02 -0.02 0.36
H 4.2428 -3.8644 3.8281 0.03 -0.06 0.01 0.32
H 2.5922 -2.0547 5.2135 -0.05 0.00 0.00 0.45
H 1.0138 -0.5018 5.9767 0.00 0.04 -0.03 0.53
H -0.5529 -0.2483 5.2098 -0.01 0.06 0.02 0.12
H 0.9325 0.3150 4.4201 -0.06 0.00 0.02 0.10
C -6.7752 -1.5892 -8.5733 -0.01 -0.08 -0.01 -1.07
C -5.5616 -1.3359 -7.7226 0.16 0.13 0.06 0.73
O -5.2121 -1.9901 -6.7832 -0.18 -0.06 -0.06 -0.51
S -4.6629 0.1340 -8.2719 0.09 0.09 -0.02 -0.23
C -3.5483 0.3234 -6.9052 -0.22 -0.05 -0.09 0.15
C -2.5914 -0.6484 -6.6382 0.04 0.13 0.07 -0.53
C -1.8593 -0.5792 -5.4664 0.07 -0.05 0.01 -0.35
C -2.0664 0.4706 -4.5693 -0.03 0.05 0.01 0.35
C -2.9583 1.4958 -4.8984 -0.06 0.03 -0.06 -0.63
C -3.7108 1.4154 -6.0576 0.17 -0.12 0.06 -0.51
C -1.4553 0.4679 -3.2733 -0.01 0.05 0.05 0.54
C -1.0416 0.4486 -2.1262 -0.23 0.36 -0.67 -0.60
H -6.8688 -2.6559 -8.7709 0.04 0.01 0.01 0.31
H -6.7303 -1.0296 -9.5061 -0.02 -0.04 -0.01 0.37
H -7.6584 -1.2698 -8.0173 0.04 0.02 0.02 0.29
H -2.4414 -1.4592 -7.3367 -0.03 -0.04 0.05 0.46
H -1.1314 -1.3458 -5.2326 -0.05 -0.01 0.02 0.46
H -3.0822 2.3348 -4.2260 -0.03 -0.05 0.02 0.42
H -4.4416 2.1762 -6.2972 0.00 -0.01 0.03 0.44
```
Forces are in eV/Å.

spin multiplicity: 2
E: -113454.4679 eV
Kohn-Sham gap (spin up / spin down): 4.75 / 5.29 eV
net charge: +1
<S²>: 0.872